No. 1
Entry from the OMol25 dataset: an isolated ion of composition C5H14N6 and charge +2 at a distorted geometry (ωB97M-V with the def2-TZVPD basis set).

Results
energy: -14334.9728 eV
ΔE to the lowest compared entry with this formula, charge and spin: 130.9 kJ/mol
SMILES string: C[C@]1(N)NC(=[NH2+])C([NH3+])=C(N)N1
molecular weight: 158.209 u
HOMO level: -16.97 eV
multiplicity: 1
charge: +2

The geometry in XYZ format:
```
25
Properties=species:S:1:pos:R:3:nbo_charge:R:1
C 1.2701 -0.0557 -0.1896 -0.18
C 0.6892 1.1645 -0.3178 0.47
C 0.5559 -1.3044 -0.3605 0.52
C -1.5795 -0.0515 -0.1265 0.41
C -1.8964 0.4130 1.2879 -0.61
N -0.8418 1.0235 -0.7765 -0.57
N -0.7156 -1.2277 -0.2185 -0.52
N 1.0777 2.3690 -0.3071 -0.73
N 1.2143 -2.3952 -0.6417 -0.74
N -2.7750 -0.3243 -0.8056 -0.83
N 2.7710 -0.2151 0.1039 -0.69
H -2.5379 -0.3018 1.8345 0.27
H -2.1703 1.4545 1.0135 0.22
H -1.0045 0.4245 1.7985 0.21
H -1.2961 1.8233 -0.5498 0.37
H -1.3262 -2.1302 -0.4302 0.46
H 2.0765 2.5344 -0.4652 0.42
H 0.3915 3.1057 -0.1761 0.46
H 2.1504 -2.6202 -0.4276 0.42
H 0.5866 -3.1927 -0.8182 0.44
H -2.7462 -0.3997 -1.7716 0.40
H -3.6136 0.2519 -0.4982 0.42
H 3.1553 0.7395 0.1662 0.46
H 3.0522 -0.4696 -0.8901 0.47
H 2.9778 -0.9162 0.7962 0.47
```

***

No. 2
Entry from the OMol25 dataset: a 2-piece molecular cluster, C5H14NO overall (ωB97M-V with the def2-TZVPD basis set).

Results
energy: -8949.2291 eV
ΔE to the lowest compared entry with this formula, charge and spin: 41.1 kJ/mol
molecular weight: 104.173 u
HOMO level: -2.73 eV
multiplicity: 1
charge: -1

The geometry in XYZ format:
```
21
Properties=species:S:1:pos:R:3:nbo_charge:R:1
C -2.0701 2.4799 0.4756 -0.42
N -2.7138 1.2391 0.8951 -0.69
C -2.0387 0.0516 0.2558 0.14
O -0.7674 -0.1226 0.5806 -0.96
H -1.1534 2.7112 1.0335 0.17
H -2.7460 3.3364 0.6054 0.15
H -1.8084 2.3976 -0.5787 0.18
H -2.5308 1.1232 1.8874 0.33
H -2.2349 0.2302 -0.8372 0.05
H -2.7166 -0.7992 0.5209 0.07
C 1.7743 -0.0201 -1.0373 -0.64
C 1.8158 -1.5386 -0.9248 -0.38
C 2.0672 -1.9740 0.5312 -0.61
H 1.0067 0.3112 -0.3241 0.30
H 1.5149 0.2832 -2.0547 0.18
H 2.7736 0.3989 -0.8790 0.16
H 2.5770 -1.9800 -1.5763 0.16
H 0.8454 -1.9409 -1.2093 0.21
H 2.4881 -2.9827 0.5731 0.17
H 2.7877 -1.2945 0.9835 0.18
H 1.1294 -1.9098 1.0792 0.25
```